Record 1
Computed, not measured: one molecule with the formula C5H9NO2S, with ωB97M-V/def2-TZVPD.

Calculated values
- Orbital gap (spin up / spin down): 7.798 / 7.793 eV

The geometry in XYZ format:
```
18
C5H9NO2S (ωB97M-V/def2-TZVPD)
C 1.060 -1.465 0.701
C 2.282 -1.209 0.769
C -0.279 -1.988 0.410
C -1.188 -0.754 0.546
C -0.929 2.418 -0.903
N -0.317 0.374 0.726
O 0.118 0.237 -1.776
O 1.525 1.739 -0.446
S 0.270 1.073 -0.626
H 2.515 -0.352 1.350
H 3.118 -1.807 0.590
H -0.451 -2.426 -0.565
H -0.516 -2.726 1.131
H -1.717 -0.446 -0.392
H -1.945 -0.958 1.340
H -1.198 2.825 0.037
H -0.467 3.282 -1.466
H -1.881 2.183 -1.426
```

Record 2
Computed, not measured: one molecule with the formula C5H9NO3, with ωB97M-V/def2-TZVPD.

Calculated values
- Orbital gap: 10.258 eV

The geometry in XYZ format:
```
18
C5H9NO3 (ωB97M-V/def2-TZVPD)
C -1.884 -1.578 -0.427
C -1.413 -0.351 0.338
C -2.333 0.844 0.170
O -3.535 0.777 0.236
O -0.128 0.093 -0.036
C 0.929 -0.745 0.335
C 2.202 0.069 0.421
N 2.562 0.799 -0.631
O 3.256 -0.559 0.782
H -2.915 -1.815 -0.137
H -1.851 -1.390 -1.509
H -1.257 -2.447 -0.193
H -1.423 -0.569 1.426
H -1.810 1.814 0.022
H 0.773 -1.194 1.332
H 1.073 -1.563 -0.391
H 1.854 1.446 -0.956
H 3.743 0.365 -0.453
```

Record 3
Computed, not measured: a 2-piece molecular cluster, C5H9NO3 overall, with ωB97M-V/def2-TZVPD.

Calculated values
- Orbital gap: 10.072 eV

The geometry in XYZ format:
```
18
C5H9NO3 (ωB97M-V/def2-TZVPD)
O 0.403 -3.859 4.044
C -0.279 -3.563 3.062
C -0.174 -2.288 2.249
C -1.027 -2.573 1.029
C -1.944 -3.732 1.399
N -1.261 -4.317 2.538
C -1.270 -1.634 -0.059
O -0.350 -2.698 -0.235
H -0.590 -1.461 2.845
H 0.866 -2.049 1.998
H -2.948 -3.378 1.677
H -2.042 -4.444 0.570
H -1.534 -5.194 2.969
H -2.290 -1.647 -0.509
H -0.824 -0.636 -0.016
O -3.560 -0.734 2.022
H -3.016 -0.942 2.831
H -4.177 -1.466 1.936
```

Record 4
Computed, not measured: C5H9NO3 as an isolated structure, with ωB97M-V/def2-TZVPD.

Calculated values
- Orbital gap: 8.997 eV

The geometry in XYZ format:
```
18
C5H9NO3 (ωB97M-V/def2-TZVPD)
C 0.598 -1.006 0.028
C -2.256 1.257 0.289
C 2.962 -0.210 0.473
N -1.714 0.087 -0.363
C 0.251 0.234 -0.331
C 1.975 -1.351 0.376
O -2.116 -0.018 -1.700
O 0.487 1.374 -0.502
O 2.299 -2.505 0.572
H -3.082 -0.097 -1.763
H -1.835 -0.805 0.176
H -0.051 -1.853 -0.109
H -1.965 1.233 1.336
H -1.807 2.137 -0.174
H -3.347 1.307 0.209
H 3.043 0.295 -0.487
H 2.623 0.517 1.210
H 3.936 -0.595 0.762
```

Record 5
Computed, not measured: an isolated ion of composition C5H9NO3P and charge -1, with ωB97M-V/def2-TZVPD.

Calculated values
- Charge: -1
- Orbital gap: 8.160 eV

The geometry in XYZ format:
```
19
C5H9NO3P (ωB97M-V/def2-TZVPD)
C -1.716 2.302 0.298
C -1.125 0.889 0.411
O -1.830 -0.096 0.561
N 0.148 0.927 0.116
C 0.962 -0.205 0.358
C 0.429 -1.578 -0.664
P -0.891 -2.473 0.232
C 2.491 0.189 -0.014
O 2.577 1.398 -0.265
O 3.265 -0.724 0.184
H -1.509 2.386 -0.790
H -2.765 2.072 0.584
H -1.116 2.864 1.031
H 0.693 1.699 -0.014
H 1.031 -0.485 1.353
H 1.463 -1.918 -0.725
H 0.176 -1.089 -1.713
H -0.482 -3.715 -0.241
H -1.802 -2.444 -0.700
```

Record 6
Computed, not measured: one molecule with the formula C5H9NO3S, with ωB97M-V/def2-TZVPD.

Calculated values
- Orbital gap: 8.886 eV

The geometry in XYZ format:
```
19
C5H9NO3S (ωB97M-V/def2-TZVPD)
C -1.259 1.388 -0.461
C -2.248 0.333 -0.199
C 0.011 1.129 0.226
C 0.224 -1.005 -0.039
C 0.385 -1.851 1.202
N 1.247 1.556 -0.299
O -1.390 2.334 -1.162
O -1.960 -2.266 -0.995
O -0.979 -0.467 -2.243
S -1.247 -1.048 -0.971
H -2.138 0.244 0.962
H -3.225 0.549 -0.561
H -0.014 1.337 1.339
H 1.138 -0.934 -0.655
H 0.581 -2.927 1.070
H -0.464 -1.729 1.880
H 1.280 -1.373 1.800
H 1.181 1.741 -1.322
H 1.979 2.027 0.213
```

Record 7
Computed, not measured: one molecule with the formula C5H9NO4, with ωB97M-V/def2-TZVPD.

Calculated values
- Orbital gap: 10.198 eV

The geometry in XYZ format:
```
19
C5H9NO4 (ωB97M-V/def2-TZVPD)
C -1.310 5.454 -1.279
C -0.166 4.520 -1.639
O 0.859 4.686 -0.683
C 2.163 4.540 -1.170
C 2.847 3.333 -0.565
O 3.648 2.659 -1.166
O 2.507 3.116 0.730
C -0.673 3.072 -1.690
N -0.036 2.204 -0.889
O -1.568 2.754 -2.466
H -1.683 5.229 -0.270
H -0.963 6.493 -1.309
H -2.133 5.336 -1.995
H 0.210 4.761 -2.647
H 2.180 4.374 -2.263
H 2.775 5.428 -0.956
H 3.013 2.364 1.072
H 0.437 1.404 -1.287
H -0.020 2.320 0.141
```

Record 8
Computed, not measured: a 2-piece molecular cluster, C5H9NO4 overall, with ωB97M-V/def2-TZVPD.

Calculated values
- Orbital gap: 10.501 eV

The geometry in XYZ format:
```
19
C5H9NO4 (ωB97M-V/def2-TZVPD)
C 2.465 0.579 -1.453
C 1.325 -0.334 -1.105
O 1.428 -1.174 0.018
C 0.437 -0.171 0.084
C 0.765 0.945 1.033
O 0.097 1.942 1.170
C -0.995 -0.672 -0.084
N -1.906 0.258 -0.457
O -1.249 -1.860 0.031
H 3.068 0.851 -0.579
H 3.114 0.079 -2.185
H 2.070 1.493 -1.915
H 0.829 -0.813 -1.957
H 1.707 0.794 1.601
H -2.113 1.049 0.146
H -2.126 0.339 -1.442
O -2.671 -0.963 2.583
H -3.142 -0.523 1.841
H -3.101 -1.819 2.669
```

Record 9
Computed, not measured: one molecule with the formula C5H9NO4, with ωB97M-V/def2-TZVPD.

Calculated values
- Orbital gap: 9.148 eV

The geometry in XYZ format:
```
19
C5H9NO4 (ωB97M-V/def2-TZVPD)
C -0.259 1.494 1.233
C -0.558 0.873 -0.133
O -1.451 1.655 -0.879
C 0.717 0.659 -0.960
N 1.229 -0.654 -0.549
C -0.040 -1.615 -0.297
O -0.309 -2.335 -1.291
O 0.581 -2.314 0.946
C -1.093 -0.548 0.081
O -2.204 -0.815 0.460
H 0.466 0.898 1.805
H 0.154 2.500 1.083
H -1.182 1.566 1.825
H -2.268 1.772 -0.383
H 0.457 0.608 -2.024
H 1.466 1.444 -0.810
H 1.845 -1.086 -1.237
H 1.719 -0.880 0.474
H 0.729 -3.222 0.656
```

Record 10
Computed, not measured: a 2-piece molecular cluster, C5H9NO4 overall, with ωB97M-V/def2-TZVPD.

Calculated values
- Orbital gap: 10.030 eV

The geometry in XYZ format:
```
19
C5H9NO4 (ωB97M-V/def2-TZVPD)
N -1.547 0.511 0.879
C -1.138 -0.251 -0.201
O -1.913 -0.663 -1.062
C 0.353 -0.097 -0.547
C 0.739 -1.197 -1.525
O 0.784 -1.047 -2.717
C 0.803 1.332 -0.904
C 1.708 1.203 0.328
O 1.210 -0.132 0.599
H -2.166 1.293 0.705
H -1.003 0.570 1.732
H 1.003 -2.164 -1.041
H 1.314 1.409 -1.869
H 0.018 2.091 -0.836
H 2.787 1.187 0.130
H 1.482 1.880 1.160
O -1.717 -2.235 1.499
H -1.907 -1.260 1.887
H -0.810 -2.430 1.780
```

Record 11
Computed, not measured: one molecule with the formula C5H9NOS, with ωB97M-V/def2-TZVPD.

Calculated values
- Orbital gap: 9.062 eV

The geometry in XYZ format:
```
17
C5H9NOS (ωB97M-V/def2-TZVPD)
C 1.558 -0.837 -0.775
C 0.833 -0.256 0.160
C 0.929 -0.570 1.592
C -0.267 0.775 -0.048
N -1.445 0.594 0.834
C -0.828 0.817 -1.447
O -1.102 -0.369 -1.976
S -1.332 2.186 -2.221
H 1.544 -0.656 -1.850
H 2.244 -1.632 -0.460
H 0.771 0.288 2.232
H 1.935 -0.923 1.903
H 0.113 -1.247 1.863
H 0.213 1.764 0.172
H -2.139 1.335 0.647
H -1.953 -0.241 0.614
H -1.076 -1.029 -1.240
```

Record 12
Computed, not measured: a 2-piece molecular cluster, C5H9NOS overall, with ωB97M-V/def2-TZVPD.

Calculated values
- Orbital gap: 9.905 eV

The geometry in XYZ format:
```
17
C5H9NOS (ωB97M-V/def2-TZVPD)
C 2.030 -1.075 0.003
C 1.051 -0.270 -0.306
O 0.606 0.861 0.309
C 1.384 1.229 1.397
H 1.995 -1.933 -0.694
H 2.707 -0.999 0.783
H 0.366 -0.436 -1.196
H 0.936 2.074 1.912
H 2.372 1.567 1.184
H 1.384 0.399 2.172
C -2.282 0.711 -0.844
S -3.129 -0.730 -0.184
C -2.030 -1.946 -0.615
N -1.250 -2.672 -1.092
H -2.524 0.943 -1.875
H -1.159 0.628 -0.748
H -2.459 1.650 -0.205
```

Record 13
Computed, not measured: one molecule with the formula C5H9NOS, with ωB97M-V/def2-TZVPD.

Calculated values
- Orbital gap (spin up / spin down): 7.507 / 8.166 eV

The geometry in XYZ format:
```
17
C5H9NOS (ωB97M-V/def2-TZVPD)
C 1.818 1.303 0.540
C -0.986 1.015 -0.194
C -0.746 1.243 1.245
C -0.921 -1.335 -0.450
C -0.802 -2.357 -1.479
N 3.019 1.595 0.555
O -0.811 -0.113 -0.833
S 0.864 0.748 1.920
H -0.675 1.792 -0.893
H 1.282 1.145 -0.443
H -0.784 2.397 1.347
H -1.461 0.746 1.955
H -1.007 -1.773 0.596
H -1.695 -3.074 -1.626
H -0.062 -3.071 -1.194
H -0.599 -1.949 -2.456
H 3.566 1.688 1.412
```

Record 14
Computed, not measured: C5H9NOS as an isolated structure, with ωB97M-V/def2-TZVPD.

Calculated values
- Orbital gap: 9.428 eV

The geometry in XYZ format:
```
17
C5H9NOS (ωB97M-V/def2-TZVPD)
C -2.222 -0.686 0.658
C -1.043 -0.657 -0.386
C 0.075 -1.593 -0.363
C 0.879 0.766 -0.053
C -1.255 1.703 -0.279
H -1.937 0.134 1.869
H -3.391 -0.306 0.319
H -2.129 -2.039 0.904
H -1.681 -0.660 -1.296
H 0.171 -2.086 -1.448
H -0.320 -2.502 0.110
H -0.796 2.707 -0.249
H -1.909 1.642 -1.007
H -1.698 1.370 0.725
N -0.394 0.578 -0.326
O 1.483 1.802 0.272
S 1.623 -0.870 0.170
```

Record 15
Computed, not measured: one molecule with the formula C5H9NS, with ωB97M-V/def2-TZVPD.

Calculated values
- Orbital gap: 9.580 eV

The geometry in XYZ format:
```
16
C5H9NS (ωB97M-V/def2-TZVPD)
S -1.996 -0.452 -0.120
C -0.704 0.860 0.180
C 0.342 0.962 -1.052
C 1.602 0.073 -0.657
N 1.201 -1.232 -0.271
C 1.472 -0.236 0.741
C 0.257 0.534 1.288
H -1.119 -1.450 -0.077
H -1.242 1.825 0.291
H -0.029 0.810 -2.048
H 0.821 1.957 -1.069
H 2.512 0.420 -1.189
H 1.964 -1.931 -0.402
H 2.337 -0.456 1.413
H -0.216 0.016 2.169
H 0.682 1.493 1.732
```

Record 16
Computed, not measured: one molecule with the formula C5H9NS2, with ωB97M-V/def2-TZVPD.

Calculated values
- Orbital gap: 8.906 eV

The geometry in XYZ format:
```
17
C5H9NS2 (ωB97M-V/def2-TZVPD)
N 2.501 -0.696 -0.171
C 1.128 -0.556 0.429
C -0.077 -0.941 -0.407
C -1.176 -0.458 -1.265
S -2.451 0.226 -0.039
C -1.111 0.314 1.280
C 0.104 0.347 0.548
S 0.667 1.839 -0.277
H 2.962 0.278 0.353
H 2.504 -0.302 -1.278
H 1.302 -1.165 1.363
H -0.562 -1.508 0.348
H -1.054 0.397 -1.901
H -1.929 -1.029 -1.965
H -1.197 1.162 1.940
H -1.116 -0.492 1.880
H -0.496 2.585 -0.837
```

Record 17
Computed, not measured: a 2-piece molecular cluster, C5H9O overall, with ωB97M-V/def2-TZVPD.

Calculated values
- Charge: -1
- Orbital gap: 5.246 eV

The geometry in XYZ format:
```
15
C5H9O (ωB97M-V/def2-TZVPD)
C 1.458 0.715 -0.268
O 4.282 -0.187 0.165
C 0.104 0.045 -0.245
C -1.110 0.798 -0.218
C -2.420 0.264 -0.326
C -2.770 -0.913 0.241
H 1.289 1.772 -0.501
H 4.403 -0.902 0.809
H -0.357 0.037 0.835
H 2.161 0.295 -0.978
H 0.012 -0.919 -0.760
H 1.971 0.737 0.688
H -3.210 0.842 -0.771
H -2.036 -1.573 0.686
H -3.778 -1.011 0.643
```

Record 18
Computed, not measured: one molecule with the formula C5H9O2P, with ωB97M-V/def2-TZVPD.

Calculated values
- Orbital gap (spin up / spin down): 6.565 / 6.593 eV

The geometry in XYZ format:
```
17
C5H9O2P (ωB97M-V/def2-TZVPD)
C -2.099 0.491 0.217
C -1.157 1.491 -0.133
C 0.525 -0.231 0.319
C 2.066 0.133 0.648
C 0.626 -1.169 -0.941
O -0.195 -0.597 1.312
O 0.116 1.020 -0.253
P -3.394 -0.517 0.086
H -1.521 1.856 -1.110
H -1.340 2.396 0.582
H 2.175 1.200 0.453
H 2.702 -0.184 -0.251
H 2.334 -0.141 1.703
H 0.874 -2.238 -0.493
H 1.503 -0.928 -1.548
H -0.366 -1.046 -1.465
H -2.849 -1.537 0.874
```

Record 19
Computed, not measured: a 2-piece molecular cluster, C5H9O3 overall, with ωB97M-V/def2-TZVPD.

Calculated values
- Charge: +1
- Orbital gap: 8.903 eV

The geometry in XYZ format:
```
17
C5H9O3 (ωB97M-V/def2-TZVPD)
C 2.192 -2.222 0.107
C 0.913 1.310 -0.398
C 0.236 2.266 0.518
C -2.044 -0.983 -0.250
C -0.068 0.106 -0.873
O 1.999 1.206 -0.845
O -1.052 0.011 -0.180
O 1.205 -1.640 0.457
H 2.960 -1.849 -0.640
H 2.544 -3.252 0.528
H 0.927 2.940 0.946
H -0.662 2.752 0.010
H -0.139 1.752 1.320
H -2.999 -0.600 0.069
H -1.551 -1.855 0.394
H -2.209 -1.219 -1.297
H 0.017 -0.367 -1.817
```

Record 20
Computed, not measured: one molecule with the formula C5H9O3P, with ωB97M-V/def2-TZVPD.

Calculated values
- Orbital gap: 8.970 eV

The geometry in XYZ format:
```
18
C5H9O3P (ωB97M-V/def2-TZVPD)
C -0.654 -1.045 -0.784
C -0.865 1.436 -0.020
C -0.299 0.006 0.208
C 2.066 -0.257 -0.201
C 1.029 -0.097 0.933
O -2.087 -1.042 -0.987
O -2.319 1.387 -0.228
O -1.835 -0.402 1.415
P -2.781 -0.163 0.246
H -0.218 -0.866 -1.892
H -0.185 -1.946 -0.381
H -0.551 1.982 0.911
H -0.551 1.974 -1.014
H 2.072 0.633 -0.782
H 1.908 -1.148 -0.851
H 2.993 -0.180 0.353
H 1.091 0.813 1.558
H 1.185 -1.086 1.514
```

Calculated relative energy (zero: lowest compared OMol25 entry of this formula, charge and spin) in order - 135.3, 98.6, 46.2, 94.7, 73.7, 88.8, 33.8, 72.6, 65.0, 73.7, 42.5, 68.9, 118.9, 109.9, 33.3, 138.7, 93.9, 153.1, 33.9, 4.8 kcal/mol
Calculated F_max in order - 3.9, 6.2, 2.2, 1.4, 5.2, 5.0, 2.9, 2.9, 3.6, 3.9, 1.8, 3.1, 2.6, 5.8, 3.8, 7.4, 1.6, 3.9, 3.4, 3.5 eV/A